The following is a DFT calculation (the ωB97M-V functional and the def2-TZVPD basis) of a 2-piece molecular cluster, H2N2S overall in a non-equilibrium geometry.

E_LUMO (spin up / spin down) = -0.028 / -0.015 Ha
Net charge = 0
Energy above the lowest of the compared OMol25 structures with the same formula, charge and spin = 79.1 kcal/mol

CARTESIAN COORDINATES (ANGSTROEM)
1 N 0.3366 -0.5543 -0.5046
2 N 0.5491 0.7561 -0.2084
3 S 0.6200 0.4167 -1.8528
4 H -1.4853 -0.9864 -0.2406
5 H 1.5065 1.0683 0.2722